1.
A 8-piece molecular cluster, C24H32O24 overall in a non-equilibrium geometry, computed with the ωB97M-V functional and the def2-TZVPD basis.

The geometry in ORCA input format:
```
! RIJCOSX wB97M-V def2-TZVPD def2/J DEFGRID3
* xyz 0 1
O 9.38121 4.64875 2.88462
C 9.33474 4.22449 1.76452
O 8.19886 4.04142 1.09096
C 8.61930 3.94466 -0.23447
C 10.05786 3.37876 -0.11294
O 10.40210 4.02277 1.02731
H 8.03491 3.09796 -0.59459
H 8.59703 4.67733 -1.04119
H 10.65648 3.62006 -0.99130
H 10.18286 2.31342 0.08075
O 1.59282 1.68784 -2.18261
C 0.85652 1.09920 -1.48148
O 0.77087 -0.21574 -1.50246
C -0.28714 -0.59128 -0.62091
C -0.64099 0.76390 0.10291
O 0.03589 1.71367 -0.71761
H -1.08947 -1.12189 -1.13356
H 0.10116 -1.35710 0.05055
H -0.59058 0.89085 1.18432
H -1.67988 0.92501 -0.18491
O -5.25037 -0.85636 4.96520
C -5.44048 -1.97097 5.32874
O -5.87568 -2.26328 6.58992
C -6.01069 -3.58066 6.65347
C -5.64351 -4.16525 5.34210
O -5.62770 -3.07416 4.62112
H -5.33481 -3.89052 7.45051
H -7.09061 -3.72604 6.68068
H -6.38530 -4.83946 4.91398
H -4.62185 -4.54234 5.29602
O 9.08993 3.13727 -6.53703
C 8.04224 2.94038 -7.06361
O 7.57375 3.71848 -7.93842
C 6.26158 3.36484 -8.29068
C 6.21880 1.84860 -7.91781
O 7.21771 1.92960 -6.90336
H 5.64486 3.94914 -7.60778
H 6.03407 3.72575 -9.29372
H 6.59831 1.31466 -8.78900
H 5.20562 1.69627 -7.54581
O -3.59288 -7.82797 -0.76041
C -3.75428 -8.99781 -0.49787
O -4.69639 -9.48175 0.25337
C -4.57424 -10.92579 0.28154
C -3.39652 -11.11205 -0.81127
O -3.00429 -9.85786 -1.03015
H -4.18929 -11.48226 1.13608
H -5.48480 -11.38495 -0.10338
H -3.58137 -11.43174 -1.83683
H -2.65269 -11.74199 -0.32343
O -1.52125 10.21719 -4.83372
C -1.42676 9.76850 -3.67829
O -1.89009 10.33583 -2.52335
C -1.73943 9.51128 -1.43510
C -0.97105 8.26078 -1.96568
O -0.79725 8.67328 -3.37332
H -1.17563 10.08616 -0.70043
H -2.72583 9.17677 -1.11382
H -1.55444 7.35536 -1.79845
H 0.00454 8.01523 -1.54612
O 1.40566 -5.45476 3.22768
C 2.26063 -6.21557 2.72943
O 3.27924 -5.75273 1.93459
C 4.10735 -6.83242 1.46606
C 3.51476 -8.05106 2.16016
O 2.26626 -7.47545 2.64405
H 4.05631 -7.01300 0.39234
H 5.14375 -6.62937 1.73580
H 4.07922 -8.48302 2.98653
H 3.18961 -8.80569 1.44398
O -10.87759 4.20548 3.79834
C -9.71895 4.26093 3.39212
O -9.34599 4.35115 2.05120
C -7.98920 4.65311 1.94474
C -7.62714 5.07749 3.35519
O -8.55805 4.34773 4.17348
H -7.45767 3.86642 1.40931
H -7.86597 5.50873 1.28080
H -7.60950 6.15231 3.53564
H -6.66946 4.65335 3.65693
*
```

Results
Energy above the lowest of the compared OMol25 structures with the same formula, charge and spin = 7.112 eV
Structure (SMILES) = O=C1OCCO1.O=C1OCCO1.O=C1OCCO1.O=C1OCCO1.O=C1OCCO1.O=C1OCCO1.O=C1OCCO1.O=C1OCCO1
Highest occupied orbital energy = -10.66 eV
Energy = -2739.32041 Eh
Frontier orbital gap = 0.399 hartree


2.
C24H33AsF5IrO6PS as an isolated structure in a non-equilibrium geometry, computed with the ωB97M-V functional and the def2-TZVPD basis.

The geometry in ORCA input format:
```
! RIJCOSX wB97M-V def2-TZVPD def2/J DEFGRID3
* xyz 1 1
Ir 0.05686 0.50175 0.70867
F 6.11945 1.06601 3.32987
C 4.80249 0.93043 3.27286
C 4.17690 0.70405 2.05987
F 4.87716 0.61477 0.93348
C 2.80624 0.57367 2.05128
F 2.19544 0.34067 0.82275
C 1.99725 0.66150 3.16315
S 0.25389 0.48351 3.07315
C 2.65786 0.88650 4.36816
F 1.95540 0.98268 5.49361
C 4.03513 1.01910 4.42731
F 4.63075 1.23973 5.58988
C 0.60020 0.34501 -6.24166
O -0.75766 0.60782 -5.90030
C -1.10791 0.58527 -4.61443
C -2.48534 0.83902 -4.36959
C -2.94233 0.82733 -3.09691
C -2.07997 0.59353 -1.98308
C -2.61423 0.54021 -0.67927
C -4.10094 0.56056 -0.45121
O -1.94996 0.47000 0.40026
C -0.69352 0.35084 -2.23935
O 0.16795 0.07462 -1.31715
C -0.23767 0.34436 -3.57366
H 0.64323 0.36424 -7.32532
H 0.90986 -0.63636 -5.87914
H 1.25711 1.11527 -5.83378
H -3.13257 1.03252 -5.21262
H -3.99213 1.01617 -2.92086
H -4.59857 -0.20806 -1.04056
H -4.51474 1.52882 -0.73835
H -4.30005 0.39746 0.60471
H 0.81208 0.14738 -3.73234
C 2.19044 -3.62275 0.83154
C 0.97971 -3.33500 1.71402
As -0.27033 -2.07713 0.91597
C -0.85372 -2.90050 -0.75431
C -1.09196 -4.40751 -0.72914
C -1.76667 -2.18775 2.17528
C -2.54931 -3.49691 2.22740
H 2.80205 -4.41162 1.26860
H 2.81788 -2.73743 0.71744
H 1.89483 -3.94984 -0.16629
H 1.27860 -2.90852 2.67282
H 0.40810 -4.24051 1.92083
H -0.08754 -2.64159 -1.48701
H -1.75490 -2.35881 -1.05185
H -0.24528 -4.95154 -0.31039
H -1.23415 -4.76647 -1.74902
H -1.97804 -4.67475 -0.15897
H -2.42547 -1.35054 1.94835
H -1.30514 -1.97617 3.14127
H -3.21127 -3.60164 1.36781
H -3.16931 -3.52257 3.12393
H -1.89815 -4.37090 2.26147
C 1.37424 3.96036 2.55127
O 1.50878 3.41652 1.22163
P 0.33378 2.78813 0.37405
O 0.76620 3.11960 -1.10711
C 1.99893 2.62334 -1.66933
O -0.84861 3.80028 0.61966
C -2.25178 3.54091 0.47805
H 2.11301 4.75153 2.63571
H 1.56944 3.18256 3.28548
H 0.37781 4.37031 2.69634
H 2.01511 2.96468 -2.69941
H 2.02043 1.53554 -1.63641
H 2.84483 3.04376 -1.12778
H -2.76074 4.40375 0.89618
H -2.53197 2.64714 1.02978
H -2.50748 3.44161 -0.57725
*
```

Results
Energy above the lowest of the compared OMol25 structures with the same formula, charge and spin = 0.449 eV
Highest occupied orbital energy = -10.63 eV
Energy = -4964.57890 Eh
Frontier orbital gap = 0.278 hartree


3.
A 2-piece molecular cluster, C24H33BCl2F3N2O4PS overall in a non-equilibrium geometry, computed with the ωB97M-V functional and the def2-TZVPD basis.

The geometry in ORCA input format:
```
! RIJCOSX wB97M-V def2-TZVPD def2/J DEFGRID3
* xyz 0 1
C 6.84048 0.84141 -0.35482
O 6.81951 2.32731 -0.22684
B 6.03833 2.68517 1.00989
O 6.89588 2.97676 2.21217
C 4.39620 2.76512 1.00994
C 3.54236 1.89489 2.13655
S 4.60473 0.84935 3.32838
C 1.87527 1.90542 2.19740
C 1.10925 0.97202 3.33918
C 0.16442 -0.13418 2.58373
C 0.67663 -1.68689 2.70361
F 1.15564 -2.31019 3.98115
C 0.59961 -2.50887 1.42957
F -0.12186 -3.80206 1.34378
F 1.25486 -1.92001 0.22105
C 1.02706 2.83873 1.09887
P -0.90174 2.93597 1.09280
N -1.39695 4.42206 1.61495
C 1.89026 3.71228 -0.03671
C 3.56214 3.66787 -0.07450
C 4.25902 4.56202 -1.30216
O 5.39540 5.25180 -1.18333
C 3.36809 4.57318 -2.71809
Cl 4.38477 4.56141 -4.28851
C 1.85003 4.59110 -2.69750
C 1.04193 4.55090 -4.12321
C -0.34657 5.42139 -4.16272
C -1.72336 4.49851 -4.08671
Cl -1.83520 3.30076 -5.52432
C 1.10973 4.62953 -1.19769
O 0.02236 5.36852 -0.96587
H 5.77931 0.53663 -0.74991
H 7.06842 0.43123 0.73238
H 7.70320 0.55821 -1.12100
H 7.11928 3.95231 2.12253
H 4.66782 1.50535 4.58222
H 1.84233 0.38691 4.03864
H 0.46938 1.69278 4.04063
H -0.90263 -0.07413 3.10302
H 0.03014 0.12516 1.42745
H -1.53968 1.98668 1.96843
H -1.31110 2.76642 -0.29692
H -0.53147 4.97446 1.86982
H 0.72855 3.41311 -4.29935
H 1.66931 4.85686 -5.06264
H -0.40849 6.28898 -3.37299
H -0.38779 5.95193 -5.23107
H -1.90150 3.99835 -3.04379
H -2.61971 5.27074 -4.24225
C -3.20832 -3.33716 0.61252
C -4.38326 -4.29247 0.80280
N -4.66930 -5.13183 -0.36284
C -5.94552 -5.84720 -0.26003
C -6.08200 -6.89564 0.83977
C -3.55462 -5.92739 -0.88020
C -2.89258 -6.91830 0.07158
H -3.36114 -2.68948 -0.25673
H -3.10561 -2.69645 1.49503
H -2.26144 -3.87180 0.48931
H -5.26307 -3.67088 1.01282
H -4.20240 -4.89606 1.70169
H -6.17937 -6.31758 -1.22351
H -6.74033 -5.10343 -0.11534
H -5.54667 -7.81454 0.59053
H -7.13534 -7.16792 0.96012
H -5.72781 -6.53530 1.81076
H -2.78237 -5.23969 -1.24521
H -3.87478 -6.46543 -1.78174
H -2.73381 -6.50323 1.07036
H -1.90936 -7.20436 -0.32080
H -3.47457 -7.83712 0.16392
*
```

Results
Structure (SMILES) = COB(O)c1c(S)c(CCC(F)=C(F)F)c([PH2]=N)c2c1C(=O)C(Cl)=C(CCCCl)C2=O.CCN(CC)CC
Highest occupied orbital energy = -8.20 eV
Energy = -3328.40364 Eh
Frontier orbital gap = 0.219 hartree